[1]
{
  "formula": "C13H30BNOP2STi",
  "method": "the ωB97M-V functional and the def2-TZVPD basis",
  "homo_energy_ev": [-15.54, -16.03],
  "spin_multiplicity": 3,
  "charge": 2,
  "max_force_ev_per_a": 6.79,
  "mol_weight_g_mol": 369.1,
  "total_energy_ha": -2597.8787,
  "orbital_gap_ev": [7.223, 5.789],
  "lumo_energy_ev": [-8.32, -10.24],
  "elements": ["Ti", "H", "H", "P", "P", "C", "H", "H", "H", "C", "H", "H", "H", "C", "H", "H", "H", "C", "H", "H", "H", "C", "H", "H", "H", "C", "H", "H", "H", "C", "O", "H", "H", "H", "H", "B", "N", "H", "S", "C", "C", "C", "C", "C", "C", "H", "H", "H", "H", "H"],
  "positions_angstrom": [[0.102, 0.111, 0.211], [3.854, 1.112, -3.601], [-0.125, 0.107, -1.291], [0.195, -2.121, -0.685], [0.076, 2.418, -0.621], [1.734, 3.134, -0.294], [1.697, 4.216, -0.479], [2.053, 2.942, 0.739], [2.465, 2.685, -0.978], [-0.272, 3.110, -2.261], [-1.344, 3.086, -2.463], [0.066, 4.151, -2.271], [0.253, 2.554, -3.040], [-0.959, 3.508, 0.441], [-0.679, 3.408, 1.500], [-0.819, 4.550, 0.122], [-2.017, 3.233, 0.319], [1.046, -2.654, -2.201], [1.176, -3.744, -2.161], [0.445, -2.386, -3.072], [2.031, -2.176, -2.283], [1.157, -3.045, 0.570], [0.685, -2.980, 1.559], [1.197, -4.093, 0.244], [2.172, -2.633, 0.638], [-1.324, -3.119, -0.785], [-1.706, -3.088, -1.811], [-1.080, -4.156, -0.514], [-2.092, -2.738, -0.102], [-1.852, 0.000, 0.851], [-3.004, -0.081, 1.049], [-2.481, -0.959, -3.453], [-2.780, 0.620, -3.413], [-0.601, 1.223, -4.489], [-0.261, -0.845, -4.172], [-1.005, 0.094, -4.261], [-2.426, -0.119, -4.023], [3.397, 0.559, -3.528], [1.929, 0.445, 1.913], [0.923, -0.029, 3.238], [1.189, -1.259, 3.858], [0.366, -1.690, 4.883], [-0.743, -0.918, 5.272], [-1.059, 0.261, 4.587], [-0.227, 0.718, 3.569], [1.993, -1.885, 3.472], [0.534, -2.640, 5.373], [-1.392, -1.262, 6.069], [-1.965, 0.793, 4.813], [-0.523, 1.581, 2.964]]
}

***

[2]
{
  "formula": "C13H30F9O14S8Zn",
  "method": "the ωB97M-V functional and the def2-TZVPD basis",
  "homo_energy_ev": -7.38,
  "charge": -1,
  "max_force_ev_per_a": 3.53,
  "mol_weight_g_mol": 903.3,
  "total_energy_ha": -7429.8846,
  "orbital_gap_ev": 2.206,
  "lumo_energy_ev": -5.17,
  "elements": ["Zn", "C", "F", "F", "F", "S", "O", "O", "O", "C", "F", "F", "F", "S", "O", "O", "O", "C", "F", "F", "F", "S", "O", "O", "O", "C", "S", "O", "C", "H", "H", "H", "H", "H", "H", "C", "S", "O", "C", "H", "H", "H", "H", "H", "H", "C", "S", "O", "C", "H", "H", "H", "H", "H", "H", "C", "S", "O", "C", "H", "H", "H", "H", "H", "H", "C", "S", "O", "C", "H", "H", "H", "H", "H", "H"],
  "positions_angstrom": [[20.483, -0.512, -22.125], [24.599, 2.130, -17.676], [24.499, 0.802, -17.549], [23.623, 2.636, -16.925], [25.821, 2.594, -17.310], [24.199, 2.544, -19.601], [22.958, 1.840, -19.878], [24.029, 3.977, -19.719], [25.298, 1.959, -20.394], [15.954, -1.662, -17.348], [15.180, -0.827, -17.990], [15.680, -1.564, -16.065], [15.707, -2.925, -17.887], [17.795, -1.129, -17.593], [17.985, 0.136, -16.856], [18.422, -2.360, -17.092], [17.969, -1.000, -19.060], [17.983, -6.201, -23.837], [17.434, -7.201, -24.630], [17.006, -5.699, -23.157], [18.840, -6.763, -23.001], [18.757, -4.800, -24.866], [17.801, -4.476, -25.944], [18.936, -3.690, -23.947], [20.044, -5.244, -25.435], [17.756, -8.248, -16.678], [17.156, -8.098, -14.994], [17.600, -9.462, -14.389], [18.208, -6.704, -14.433], [17.503, -7.339, -17.223], [17.307, -9.110, -17.169], [18.826, -8.452, -16.636], [17.597, -5.815, -14.587], [19.184, -6.657, -14.918], [18.466, -6.859, -13.386], [19.772, 5.440, -23.692], [18.422, 4.352, -22.916], [18.996, 2.908, -22.936], [18.692, 5.078, -21.237], [19.663, 5.495, -24.775], [20.781, 5.053, -23.551], [19.622, 6.514, -23.584], [18.116, 4.483, -20.528], [18.546, 6.158, -21.252], [19.726, 4.937, -20.922], [13.789, 4.866, -15.860], [15.054, 6.161, -15.379], [15.005, 7.324, -16.370], [14.250, 6.566, -13.725], [14.265, 4.265, -16.635], [12.816, 5.299, -16.093], [13.582, 4.291, -14.958], [13.236, 6.905, -13.936], [14.734, 7.429, -13.269], [14.192, 5.654, -13.131], [10.595, -0.087, -24.422], [12.078, 0.476, -23.396], [12.726, 1.780, -23.916], [13.346, -0.892, -23.668], [10.315, -1.091, -24.104], [10.754, 0.012, -25.496], [9.786, 0.604, -24.183], [14.273, -0.489, -23.261], [13.544, -0.947, -24.739], [13.011, -1.786, -23.142], [7.078, 2.601, -17.282], [6.963, 0.811, -17.220], [6.291, 0.443, -18.535], [8.768, 0.453, -17.474], [7.357, 2.901, -18.292], [7.818, 2.926, -16.551], [6.147, 3.153, -17.149], [9.484, 0.733, -16.701], [9.127, 0.859, -18.420], [8.987, -0.607, -17.598]]
}

***

[3]
{
  "formula": "C13H30N2O4",
  "method": "the ωB97M-V functional and the def2-TZVPD basis",
  "homo_energy_ev": -8.92,
  "smiles": "CCCNCO[C@H](CN)COCCOCCOCC",
  "max_force_ev_per_a": 0.19,
  "mol_weight_g_mol": 278.4,
  "total_energy_ha": -923.7140,
  "orbital_gap_ev": 9.663,
  "lumo_energy_ev": 0.75,
  "elements": ["C", "C", "C", "N", "C", "O", "C", "C", "N", "C", "O", "C", "C", "O", "C", "C", "O", "C", "C", "H", "H", "H", "H", "H", "H", "H", "H", "H", "H", "H", "H", "H", "H", "H", "H", "H", "H", "H", "H", "H", "H", "H", "H", "H", "H", "H", "H", "H", "H"],
  "positions_angstrom": [[0.548, 2.952, 0.032], [-0.389, 3.689, 0.983], [-0.549, 3.036, 2.380], [0.142, 1.748, 2.549], [-0.754, 0.684, 2.973], [-0.077, -0.525, 3.135], [0.085, -1.368, 2.001], [-0.037, -2.808, 2.517], [-0.311, -3.836, 1.526], [1.427, -1.048, 1.340], [1.872, -2.141, 0.556], [2.464, -1.859, -0.699], [1.483, -2.094, -1.864], [1.372, -1.038, -2.795], [0.844, 0.157, -2.265], [0.106, 0.905, -3.359], [-1.031, 0.232, -3.850], [-2.200, 0.312, -3.053], [-2.484, -0.973, -2.289], [0.084, 2.038, -0.339], [1.475, 2.662, 0.525], [0.786, 3.578, -0.829], [-0.038, 4.715, 1.108], [-1.373, 3.765, 0.516], [-1.614, 2.894, 2.582], [-0.201, 3.740, 3.139], [0.860, 1.848, 3.255], [-1.551, 0.600, 2.224], [-1.219, 0.890, 3.948], [-0.742, -1.188, 1.296], [-0.837, -2.803, 3.259], [0.880, -3.067, 3.052], [0.504, -3.975, 0.943], [-1.064, -3.553, 0.910], [2.148, -0.853, 2.143], [1.343, -0.133, 0.747], [2.861, -0.840, -0.727], [3.311, -2.540, -0.790], [1.801, -2.953, -2.454], [0.501, -2.326, -1.428], [0.162, -0.059, -1.435], [1.643, 0.803, -1.878], [0.775, 1.052, -4.207], [-0.170, 1.896, -2.972], [-3.028, 0.512, -3.738], [-2.130, 1.168, -2.369], [-2.492, -1.816, -2.978], [-3.457, -0.914, -1.797], [-1.731, -1.165, -1.525]]
}

***

[4]
{
  "formula": "C13H32ClO4",
  "method": "the ωB97M-V functional and the def2-TZVPD basis",
  "homo_energy_ev": -4.28,
  "charge": -1,
  "max_force_ev_per_a": 8.77,
  "mol_weight_g_mol": 287.8,
  "total_energy_ha": -1275.2973,
  "orbital_gap_ev": 7.134,
  "lumo_energy_ev": 2.85,
  "de_lowest_kcal_mol": 50.5,
  "elements": ["Cl", "C", "C", "C", "C", "C", "H", "H", "H", "H", "H", "H", "H", "H", "H", "H", "H", "H", "C", "O", "C", "C", "O", "C", "H", "H", "H", "H", "H", "H", "H", "H", "H", "H", "C", "O", "C", "C", "O", "C", "H", "H", "H", "H", "H", "H", "H", "H", "H", "H"],
  "positions_angstrom": [[130.974, 9.450, 99.542], [126.299, 12.727, 98.778], [126.022, 11.851, 99.999], [127.260, 11.118, 100.660], [126.960, 10.357, 101.707], [128.149, 9.835, 102.419], [127.244, 13.319, 98.911], [125.636, 13.407, 98.386], [126.510, 12.099, 98.126], [125.209, 11.183, 99.481], [125.410, 12.425, 100.645], [127.832, 11.836, 101.013], [127.859, 10.495, 100.037], [126.297, 9.667, 101.335], [126.344, 10.791, 102.473], [127.908, 9.034, 103.066], [128.671, 10.378, 103.115], [129.069, 9.442, 101.727], [132.103, 4.067, 105.004], [131.707, 4.973, 103.981], [130.333, 5.145, 103.859], [130.081, 6.076, 102.916], [130.907, 6.070, 101.787], [130.390, 7.109, 100.854], [131.853, 3.037, 104.627], [131.706, 4.147, 105.883], [133.212, 4.094, 105.043], [129.906, 5.252, 104.758], [130.188, 4.255, 103.385], [130.215, 6.972, 103.350], [129.087, 5.789, 102.483], [130.073, 7.894, 101.356], [129.580, 6.896, 100.230], [131.131, 7.425, 100.105], [128.366, 6.881, 97.504], [127.716, 8.188, 97.470], [128.539, 9.273, 98.002], [129.598, 9.625, 97.283], [129.213, 9.859, 95.930], [130.224, 10.441, 95.158], [127.680, 5.967, 97.744], [129.000, 6.855, 98.263], [128.917, 6.731, 96.755], [128.785, 9.099, 99.002], [127.802, 9.972, 97.999], [130.328, 8.928, 97.212], [130.219, 10.310, 97.813], [131.244, 9.931, 95.363], [130.276, 11.523, 95.608], [129.630, 10.484, 94.081]]
}